1.
The following is a DFT calculation (ωB97M-V/def2-TZVPD) of a cluster of 9 separate species, C11H14Cl24O5S in total.

Each line ends with the Löwdin charge.
Geometry (Å):
C (1.386725, 1.796180, 0.987123)  0.0144
C (0.482424, 2.222815, 0.122155)  -0.2604
O (-0.086104, 1.340075, -0.799001)  -0.2896
S (0.360466, 1.564410, -2.347918)  0.9341
O (-0.758735, 1.027204, -3.078861)  -0.3811
O (1.524942, 0.471733, -2.601706)  -0.2984
C (2.851793, 0.857482, -2.219591)  -0.3057
O (3.493956, -0.202365, -1.590119)  -0.1295
O (3.665814, 0.123704, -0.210045)  -0.0910
H (2.024516, 2.466777, 1.540946)  0.0128
H (1.510404, 0.729928, 1.094683)  -0.0159
H (0.092709, 3.232857, 0.099295)  0.1044
H (2.848919, 1.743665, -1.584841)  0.1110
H (3.418954, 1.061050, -3.128408)  0.0986
H (3.066709, -0.511998, 0.210471)  0.0145
C (5.924993, 1.647087, 0.961090)  -1.5553
Cl (5.185445, 1.223064, 2.507224)  0.5352
Cl (5.129564, 3.062687, 0.269330)  0.5401
Cl (7.656305, 1.916888, 1.134958)  0.5418
H (5.764879, 0.819070, 0.286024)  -0.0101
C (1.462574, -2.878340, 3.035696)  -1.5172
Cl (1.469913, -4.382086, 2.124057)  0.5485
Cl (1.780538, -1.495405, 1.968100)  0.6095
Cl (-0.057127, -2.652993, 3.881820)  0.5328
H (2.262128, -2.919372, 3.763288)  0.0174
C (-3.578461, -1.074379, -3.117739)  -1.5350
Cl (-3.236051, -2.415494, -4.208287)  0.5329
Cl (-4.747054, 0.038729, -3.845468)  0.5339
Cl (-4.156397, -1.660357, -1.559781)  0.5077
H (-2.660040, -0.525983, -2.952051)  -0.0209
C (-7.105105, -2.069278, 1.185197)  -1.5600
Cl (-5.430760, -2.506221, 1.536233)  0.5034
Cl (-7.591210, -2.628662, -0.408961)  0.5257
Cl (-8.186260, -2.695869, 2.431924)  0.5210
H (-7.172444, -0.989577, 1.199708)  0.0123
C (-2.728241, -6.094890, 5.673902)  -1.5578
Cl (-2.376694, -7.454839, 6.738115)  0.5260
Cl (-3.419552, -4.747571, 6.579260)  0.5230
Cl (-1.289804, -5.582956, 4.794939)  0.4989
H (-3.463703, -6.420042, 4.950107)  0.0109
C (4.909654, -1.126164, -5.134888)  -1.5247
Cl (3.264825, -1.444192, -4.585542)  0.5990
Cl (4.901149, -0.174597, -6.619578)  0.5315
Cl (5.856719, -0.312609, -3.883274)  0.5555
H (5.384451, -2.074490, -5.347605)  0.0115
C (-4.776911, 3.744510, -4.173959)  -1.5698
Cl (-6.416504, 3.321649, -3.673109)  0.5100
Cl (-4.792812, 4.658337, -5.680239)  0.5265
Cl (-3.941179, 4.644478, -2.904595)  0.5165
H (-4.233856, 2.823306, -4.342241)  -0.0324
C (0.776351, 4.133363, 4.062997)  -1.5342
Cl (1.148072, 2.637526, 4.919908)  0.5294
Cl (2.147971, 4.646223, 3.078004)  0.5415
Cl (-0.674772, 3.944351, 3.079447)  0.5474
H (0.590380, 4.905600, 4.797154)  0.0099

Atomic forces in eV per Å
C -0.245 -0.152 -0.391
C 0.488 0.099 0.178
O -0.273 -0.445 0.481
S -0.445 0.679 -0.503
O 0.046 -0.143 -0.025
O -0.046 -0.210 0.527
C 0.313 0.256 -0.380
O 0.100 0.155 0.028
O -0.173 -0.260 0.071
H -0.431 0.027 0.434
H 0.337 0.180 -0.217
H 0.228 0.105 -0.343
H -0.015 -0.092 0.094
H -0.165 -0.112 -0.078
H 0.160 -0.044 -0.019
C -0.017 -0.013 0.017
Cl -0.015 -0.007 0.016
Cl -0.001 0.088 -0.039
Cl -0.004 0.009 0.015
H 0.005 -0.014 -0.002
C 0.012 -0.076 -0.050
Cl 0.002 -0.022 -0.002
Cl -0.076 -0.135 0.200
Cl 0.063 0.145 -0.016
H 0.009 0.032 -0.003
C 0.102 0.070 0.003
Cl 0.002 -0.008 -0.008
Cl -0.033 -0.025 0.038
Cl -0.011 0.018 -0.018
H 0.059 0.038 -0.035
C -0.012 0.022 0.056
Cl 0.003 -0.024 0.005
Cl 0.001 -0.020 -0.027
Cl -0.002 0.006 0.007
H -0.001 0.000 -0.013
C -0.032 -0.015 -0.009
Cl 0.013 -0.014 0.012
Cl -0.002 0.005 0.003
Cl -0.061 -0.122 0.032
H 0.000 0.003 -0.001
C -0.020 0.015 -0.014
Cl 0.064 -0.033 -0.056
Cl 0.000 -0.003 -0.016
Cl 0.021 -0.048 -0.048
H 0.008 0.000 0.013
C 0.004 -0.019 0.041
Cl 0.049 0.022 -0.016
Cl -0.008 0.000 -0.020
Cl -0.021 -0.030 -0.006
H 0.013 0.003 0.017
C -0.003 -0.069 -0.022
Cl 0.008 -0.005 0.002
Cl 0.047 0.111 0.027
Cl -0.031 0.077 0.060
H -0.016 -0.006 0.004

The total energy comes out at -12246.327049 Ha. The relative energy (zero: lowest compared OMol25 entry of this formula, charge and spin) is 425.7 kJ/mol. The calculation puts the strongest force on any atom at 0.96 eV/Å. The calculation puts the HOMO energy at -10.13 eV. The calculation puts the HOMO-LUMO gap at 10.28 eV. The calculation puts the LUMO energy at 0.15 eV.

2.
The following is a DFT calculation (ωB97M-V/def2-TZVPD) of a cluster of 2 separate species, C11H14Cl2O3 in total.

Each line ends with the Löwdin charge.
Geometry (Å):
C (-2.157389, 1.701663, -0.769648)  -0.0832
C (-1.427305, 0.427663, -1.266265)  -0.1859
C (-0.560214, -0.243261, -0.184964)  -0.2105
O (0.737950, -0.645302, -0.631440)  -0.0239
C (1.512933, 0.432577, -0.931802)  -0.2231
C (2.032889, 1.245901, -0.015657)  0.0874
C (2.835309, 2.410117, -0.471978)  -0.3663
O (3.724576, 2.907842, 0.191326)  0.1028
C (2.441668, 2.948937, -1.814732)  0.0178
C (1.925246, 2.140763, -2.730131)  0.0205
C (1.795623, 0.688821, -2.388234)  -0.3176
O (1.901197, -0.186963, -3.215010)  0.1412
H (-3.225090, 1.507419, -0.737409)  0.0662
H (-1.820208, 1.993888, 0.220329)  0.0641
H (-1.988027, 2.517572, -1.463562)  0.0650
H (-0.866304, 0.700392, -2.157312)  0.0985
H (-2.162442, -0.301332, -1.593383)  0.1045
H (-1.078273, -1.132517, 0.166667)  0.0115
H (-0.507469, 0.431647, 0.671822)  0.1075
H (1.832940, 1.058611, 1.028334)  0.1365
H (2.568480, 4.006585, -1.992779)  0.1204
H (1.604011, 2.476760, -3.702228)  0.1212
Cl (-2.353091, -2.297120, 1.642239)  0.6132
C (-1.695869, -2.906968, 3.185188)  -0.6342
C (-0.484247, -3.779402, 2.978304)  -0.6622
Cl (-0.896457, -5.322920, 2.191570)  0.5448
H (-2.489911, -3.441878, 3.699493)  0.0682
H (-1.425482, -2.036552, 3.780789)  0.0744
H (-0.040403, -4.021636, 3.942450)  0.0731
H (0.265357, -3.281305, 2.368023)  0.0682

Atomic forces in eV per Å
C 0.009 -0.664 -0.330
C -0.128 0.355 0.199
C -0.790 0.046 -0.209
O 0.113 0.232 -0.057
C 0.045 -0.268 -0.029
C -0.096 -0.032 -0.231
C 0.197 0.186 0.415
O -0.567 -0.107 -0.287
C -0.069 0.150 0.017
C 0.088 -0.234 0.359
C -0.142 -0.061 -0.482
O -0.232 0.210 0.308
H -0.149 0.199 0.172
H -0.007 0.132 0.094
H -0.022 0.232 0.034
H 0.340 -0.216 0.031
H -0.067 -0.067 -0.195
H 0.614 0.098 -0.243
H 0.422 0.018 0.093
H 0.358 0.113 0.201
H 0.270 0.074 0.037
H 0.151 -0.084 -0.246
Cl -0.375 -0.317 0.342
C 0.023 0.039 0.151
C 0.082 0.003 0.040
Cl 0.001 0.006 -0.023
H -0.023 -0.045 -0.084
H 0.046 0.013 -0.043
H -0.051 0.001 0.025
H -0.042 -0.012 -0.059

The total energy comes out at -1573.580818 Ha. The calculation puts the strongest force on any atom at 0.82 eV/Å. The calculation puts the HOMO energy at -9.92 eV. The calculation puts the HOMO-LUMO gap at 8.87 eV. The calculation puts the LUMO energy at -1.05 eV.

3.
The following is a DFT calculation (ωB97M-V/def2-TZVPD) of a structure of composition C11H14ClF5N3O5Ru in a non-equilibrium geometry.

Each line ends with the Mulliken spin population.
Geometry (Å):
Ru (0.320879, -0.132118, 0.496771)  1.1408
N (-3.604621, -2.153163, 0.431863)  0.0026
C (-2.375886, -1.655779, 0.662101)  -0.0122
O (-1.496546, -1.706431, -0.196030)  0.0163
C (-2.125282, -1.037283, 2.007970)  0.0209
C (-0.652886, -1.098413, 2.325667)  -0.1710
H (-3.821308, -2.527426, -0.476252)  -0.0001
H (-4.327615, -2.119156, 1.125875)  -0.0004
H (-2.743960, -1.539998, 2.763111)  -0.0113
H (-2.450703, 0.005897, 1.961468)  -0.0013
H (-0.245733, -2.105805, 2.368145)  0.0007
H (-0.355172, -0.476738, 3.162448)  -0.0001
O (2.334285, 1.182676, 3.963237)  -0.0007
Cl (2.240022, 1.022949, 2.562917)  0.0091
O (3.326033, 1.664437, 1.882114)  0.0008
O (2.238046, -0.389598, 2.208318)  0.0123
O (0.982523, 1.576038, 2.070000)  -0.0020
N (1.426850, -2.130510, -0.138792)  0.0653
C (2.341536, -1.896711, -1.257238)  -0.0118
C (3.235523, -0.722307, -0.898718)  0.0013
N (2.411047, 0.456398, -0.631352)  0.0045
H (1.934287, -2.290470, 0.724905)  -0.0045
H (0.776530, -2.883699, -0.313537)  -0.0015
H (1.743720, -1.645930, -2.134459)  0.0022
H (2.953729, -2.774722, -1.485730)  0.0014
H (3.955816, -0.550307, -1.701826)  0.0008
H (3.789096, -0.960492, 0.011012)  -0.0006
H (2.175843, 0.947746, -1.484622)  0.0010
H (2.875202, 1.098685, 0.003147)  -0.0011
F (-1.749245, 2.158680, 1.010502)  -0.0057
C (-1.556808, 2.131915, -0.322396)  -0.0634
C (-0.719858, 1.168848, -0.855243)  0.0085
C (-0.598733, 1.156435, -2.228751)  0.0105
F (0.208285, 0.242411, -2.813473)  -0.0029
C (-1.261610, 2.051903, -3.049339)  -0.0041
F (-1.122215, 2.005276, -4.375635)  -0.0005
C (-2.079356, 3.011103, -2.476855)  0.0053
F (-2.720895, 3.886545, -3.246945)  0.0003
C (-2.232190, 3.054698, -1.100047)  -0.0094
F (-3.028631, 3.974415, -0.554331)  -0.0002

Atomic forces in eV per Å
Ru 0.182 -0.796 0.794
N 0.017 -0.073 -0.136
C -0.332 -0.002 0.207
O 0.530 0.401 -0.159
C -0.063 -0.200 0.286
C 0.506 1.386 -2.052
H 0.022 0.016 -0.021
H 0.026 0.029 0.054
H -0.063 0.055 -0.011
H -0.051 -0.027 -0.004
H 0.020 -0.031 0.069
H -0.006 -0.094 0.086
O -0.060 0.092 0.285
Cl 0.588 -0.034 0.153
O 0.181 0.154 -0.024
O -0.149 -0.483 -0.144
O -0.752 -0.105 -0.659
N -0.458 0.627 0.223
C 0.155 0.103 -0.017
C -0.143 -0.223 -0.022
N -0.971 0.294 -0.081
H 0.044 -0.239 -0.012
H -0.079 -0.031 0.050
H 0.003 -0.073 -0.009
H -0.017 0.011 -0.010
H 0.026 0.029 0.035
H 0.033 0.064 0.001
H 0.087 0.023 -0.045
H 0.064 0.085 -0.026
F -0.056 0.160 0.016
C 0.042 -0.174 -0.047
C 0.602 -0.834 1.180
C 0.077 -0.113 0.238
F 0.013 0.003 -0.164
C -0.021 0.025 0.074
F 0.021 0.002 -0.094
C 0.070 -0.089 0.078
F -0.070 0.083 -0.083
C 0.038 -0.060 -0.051
F -0.053 0.036 0.041

The total energy comes out at -2022.111637 Ha. As for the spin multiplicity: 2. The relative energy (zero: lowest compared OMol25 entry of this formula, charge and spin) is 211.1 kJ/mol. The calculation puts the strongest force on any atom at 2.53 eV/Å. The calculation puts the HOMO energy (alpha / beta) at -8.42 / -8.35 eV. The calculation puts the HOMO-LUMO gap (alpha / beta) at 7.83 / 8.27 eV. The calculation puts the LUMO energy (alpha / beta) at -0.59 / -0.09 eV.

strongest force on any atom of number 2 (C11H14Cl2O3)? 0.82 eV/Å